No. 1
{"formula": "C5H3N", "method": "ωB97M-V/def2-TZVPD", "e_homo_ev": [-8.40, -8.41], "de_lowest_ev": 2.731, "max_force_ha_per_bohr": 0.05442, "e_tot_ha": -246.88165, "total_charge": 0, "elements": ["C", "C", "C", "C", "C", "N", "H", "H", "H"], "xyz": [[0.940, 0.016, 0.024], [0.170, -1.140, -0.026], [-1.138, 0.928, -0.054], [0.187, 1.202, -0.071], [-1.187, -1.053, -0.052], [-2.130, 0.162, 0.039], [2.008, -0.206, 0.249], [0.713, -2.191, -0.110], [0.437, 2.281, 0.002]], "lowdin_charge": [-0.0801, -0.1982, -0.1278, -0.0792, 0.0172, 0.0950, 0.1162, 0.1401, 0.1168]}

=====

No. 2
{"formula": "C3H14NO2S", "method": "ωB97M-V/def2-TZVPD", "e_homo_ev": [-18.61, -18.61], "de_lowest_ev": 1.348, "max_force_ha_per_bohr": 0.12169, "e_tot_ha": -725.34183, "spin_multiplicity": 2, "total_charge": 2, "elements": ["C", "C", "C", "S", "N", "H", "H", "H", "H", "H", "H", "H", "H", "H", "H", "H", "H", "O", "H", "H", "O"], "xyz": [[0.299, -1.689, 1.626], [0.284, -0.989, 0.271], [-0.348, -1.710, -0.932], [0.763, -1.354, -2.321], [-0.537, 0.335, 0.450], [0.726, -1.070, 2.488], [0.975, -2.557, 1.786], [-0.665, -1.889, 2.077], [1.497, -0.676, 0.005], [-0.423, -2.815, -0.548], [-1.433, -1.565, -1.197], [-0.075, -1.564, -3.392], [-1.282, 0.111, 1.020], [0.184, 1.154, 0.572], [-0.815, 0.634, -0.474], [1.321, 2.539, 2.081], [1.490, 3.623, 1.005], [1.516, 2.634, 1.005], [-1.717, 1.787, -2.098], [-0.549, 2.812, -1.933], [-1.211, 2.248, -1.489]], "lowdin_charge": [-0.0589, -0.4006, -0.4103, 1.2010, 0.2142, 0.1284, 0.1185, 0.0948, 0.2081, 0.1781, 0.1368, 0.0029, 0.1336, 0.1624, 0.0750, 0.1627, 0.0750, -0.1365, 0.0179, 0.0985, -0.0016]}

=====

No. 3
{"formula": "C4H5N2S3", "method": "ωB97M-V/def2-TZVPD", "e_homo_ev": -11.82, "de_lowest_ev": 0.098, "max_force_ha_per_bohr": 0.10191, "e_tot_ha": -1459.11946, "total_charge": 1, "elements": ["C", "C", "C", "C", "N", "N", "S", "S", "S", "H", "H", "H", "H", "H"], "xyz": [[0.405, 0.231, 0.308], [-0.257, 2.433, -0.051], [-1.173, 0.640, -1.250], [1.342, -0.163, 1.304], [-0.394, -0.195, -0.545], [-1.107, 1.990, -0.963], [0.184, 3.749, 0.702], [-1.675, -1.895, -2.556], [-2.226, 0.081, -2.472], [1.436, -1.251, 1.350], [1.022, 0.211, 2.279], [2.320, 0.281, 1.097], [-1.708, 2.602, -1.506], [-2.872, -2.297, -3.001]], "lowdin_charge": [-0.0437, -0.7028, -0.6475, -0.0121, 0.0453, -0.0062, 0.8089, 0.4816, 0.7185, 0.1092, 0.1176, 0.1173, 0.1657, -0.1518]}

=====

No. 4
{"formula": "C43H38FFeN12O4Se", "method": "ωB97M-V/def2-TZVPD", "e_homo_ev": [-10.72, -10.72], "de_lowest_ev": 2.389, "max_force_ha_per_bohr": 0.07144, "e_tot_ha": -6383.97932, "spin_multiplicity": 6, "total_charge": 2, "elements": ["Fe", "N", "C", "C", "N", "C", "C", "N", "C", "C", "N", "H", "H", "H", "H", "H", "H", "C", "C", "N", "C", "C", "C", "O", "O", "C", "O", "C", "C", "C", "F", "C", "C", "C", "N", "C", "C", "N", "C", "C", "H", "H", "H", "H", "H", "H", "H", "H", "H", "H", "H", "H", "H", "H", "H", "H", "H", "H", "C", "O", "C", "C", "C", "C", "C", "C", "C", "N", "C", "C", "N", "C", "C", "C", "C", "N", "C", "C", "N", "C", "C", "C", "C", "H", "H", "H", "H", "H", "H", "H", "H", "H", "H", "H", "H", "H", "H", "Se", "C", "N"], "xyz": [[-22.937, 8.489, 14.322], [-24.216, 12.431, 14.269], [-24.722, 12.269, 13.001], [-24.292, 11.046, 12.603], [-23.469, 10.460, 13.587], [-23.458, 11.355, 14.573], [-22.970, 10.978, 15.828], [-22.847, 9.652, 16.089], [-22.504, 9.582, 17.428], [-22.531, 10.858, 17.969], [-22.804, 11.717, 16.953], [-24.620, 13.050, 14.971], [-25.368, 13.025, 12.540], [-24.564, 10.448, 11.754], [-22.473, 8.610, 17.901], [-22.483, 11.173, 19.015], [-23.017, 12.717, 17.097], [-30.134, 9.093, 20.519], [-28.744, 9.245, 21.053], [-27.723, 8.914, 20.108], [-27.212, 9.958, 19.379], [-26.409, 9.792, 18.302], [-26.075, 10.862, 17.338], [-25.672, 11.948, 17.806], [-26.298, 10.595, 16.122], [-25.921, 8.487, 18.013], [-25.307, 8.254, 16.960], [-26.226, 7.433, 18.921], [-25.649, 6.164, 18.867], [-25.850, 5.242, 19.845], [-25.211, 4.013, 19.700], [-26.811, 5.386, 20.884], [-27.506, 6.611, 20.871], [-27.156, 7.653, 19.984], [-27.220, 4.354, 21.714], [-27.151, 2.949, 21.363], [-28.347, 2.258, 22.037], [-28.244, 2.399, 23.512], [-28.191, 3.830, 23.922], [-27.054, 4.601, 23.151], [-30.871, 9.319, 21.279], [-30.418, 8.105, 20.172], [-30.284, 9.830, 19.683], [-28.642, 8.674, 21.987], [-28.581, 10.309, 21.260], [-27.549, 10.965, 19.681], [-25.028, 5.854, 18.032], [-28.342, 6.748, 21.526], [-26.224, 2.505, 21.732], [-27.229, 2.761, 20.288], [-28.356, 1.180, 21.827], [-29.299, 2.717, 21.669], [-27.417, 1.904, 23.905], [-29.113, 1.966, 23.919], [-27.937, 3.860, 24.993], [-29.164, 4.336, 23.802], [-26.095, 4.284, 23.498], [-27.102, 5.679, 23.370], [-16.823, -3.591, 12.531], [-16.351, -2.291, 12.236], [-16.995, -1.164, 12.681], [-18.354, -1.170, 12.960], [-18.944, 0.013, 13.337], [-18.212, 1.206, 13.448], [-16.831, 1.172, 13.099], [-16.241, 0.023, 12.654], [-18.945, 2.438, 13.663], [-20.151, 2.506, 14.265], [-20.575, 3.804, 14.248], [-19.601, 4.601, 13.619], [-18.601, 3.677, 13.164], [-19.645, 6.035, 13.499], [-18.666, 6.896, 12.965], [-18.964, 8.256, 12.918], [-20.194, 8.751, 13.271], [-21.167, 7.947, 13.762], [-20.855, 6.618, 13.979], [-21.869, 5.831, 14.665], [-22.970, 6.497, 15.057], [-24.030, 5.745, 15.470], [-23.926, 4.384, 15.774], [-22.758, 3.687, 15.420], [-21.738, 4.417, 14.764], [-16.184, -4.166, 11.873], [-17.886, -3.643, 12.242], [-16.708, -3.843, 13.589], [-18.900, -2.103, 12.942], [-20.036, 0.058, 13.547], [-16.129, 1.996, 13.352], [-15.205, 0.113, 12.292], [-17.851, 3.873, 12.491], [-17.787, 6.494, 12.512], [-18.240, 8.996, 12.515], [-20.430, 9.797, 13.086], [-24.989, 6.241, 15.532], [-24.785, 3.928, 16.200], [-22.450, 2.715, 15.802], [-27.106, 7.626, 12.055], [-25.621, 7.768, 12.883], [-24.574, 8.019, 13.406]], "lowdin_charge": [0.8430, 0.1469, -0.0412, -0.0921, 0.0343, -0.2846, -0.2544, 0.0454, -0.0847, -0.0549, 0.1478, 0.1764, 0.1369, 0.0990, 0.1126, 0.1357, 0.1894, -0.0704, -0.2308, -0.0519, 0.0475, -0.0553, -0.6858, -0.0467, -0.0303, -0.3347, 0.0128, -0.0469, 0.0695, -0.1621, 0.0182, -0.1658, 0.0685, -0.0944, -0.1077, -0.1342, -0.1008, 0.0408, -0.0855, -0.0992, 0.0758, 0.0732, 0.1044, 0.1159, 0.1250, 0.1586, 0.1128, 0.1040, 0.1318, 0.1453, 0.1414, 0.1605, 0.2017, 0.2072, 0.1384, 0.1456, 0.1187, 0.1408, -0.0579, -0.0923, -0.2442, -0.0037, -0.0167, -0.1620, -0.0381, 0.0025, -0.2393, 0.1700, -0.1827, -0.0846, 0.1796, -0.0601, 0.0459, -0.0331, -0.0821, -0.0054, -0.0980, -0.1364, 0.0412, -0.0910, -0.0163, 0.0559, -0.0729, 0.0995, 0.0840, 0.1039, 0.1080, 0.1276, 0.1275, 0.1353, 0.1693, 0.1169, 0.1346, 0.1260, 0.0997, 0.1004, 0.1292, 0.9245, -0.8078, 0.0317]}

=====

Q: What is the formula in the first record?
A: C5H3N